The following is a quantum chemistry calculation of C28H24Cl5N5O4SV as an isolated structure at a distorted geometry, from the OMol25 dataset.

Last column: Löwdin charge in e.
CARTESIAN COORDINATES (ANGSTROEM)
V  0.346  0.589  -0.978  0.82
C  -1.568  1.428  3.743  -0.01
N  -2.343  1.020  2.581  -0.10
C  -3.526  0.301  2.606  -0.02
C  -3.919  0.133  1.332  -0.02
N  -2.975  0.766  0.530  0.01
C  -2.016  1.332  1.313  -0.68
S  -0.683  2.250  0.836  0.79
C  -3.084  0.893  -0.883  -0.25
C  -4.319  1.213  -1.420  0.02
C  -4.424  1.290  -2.799  -0.02
C  -3.301  1.058  -3.571  -0.01
C  -2.111  0.758  -2.933  -0.11
N  -1.994  0.664  -1.604  0.10
H  -2.001  0.961  4.623  0.10
H  -1.592  2.511  3.849  0.10
H  -0.534  1.109  3.619  0.08
H  -3.965  -0.042  3.525  0.13
H  -4.758  -0.394  0.916  0.13
H  -5.161  1.420  -0.776  0.12
H  -5.370  1.544  -3.258  0.12
H  -3.335  1.106  -4.649  0.12
H  -1.208  0.587  -3.502  0.12
Cl  1.719  -2.315  -7.601  0.69
C  1.327  -1.923  -5.975  -0.71
C  2.195  -1.146  -5.209  -0.70
Cl  3.669  -0.586  -5.887  0.71
C  1.877  -0.835  -3.893  -0.58
Cl  2.971  0.076  -2.918  0.77
C  0.682  -1.275  -3.301  -0.46
O  0.351  -1.001  -2.063  -0.26
C  -0.166  -2.073  -4.086  -0.60
Cl  -1.609  -2.675  -3.353  0.72
C  0.146  -2.393  -5.402  -0.70
Cl  -0.923  -3.372  -6.323  0.70
O  4.802  0.742  4.377  -0.05
C  5.152  1.367  3.161  -0.20
C  4.043  1.165  2.168  -0.15
C  4.044  1.851  0.961  0.02
C  3.019  1.633  0.064  -0.10
N  2.022  0.779  0.311  0.00
C  2.017  0.103  1.468  -0.19
C  3.003  0.284  2.424  0.07
C  0.883  -0.826  1.640  -0.18
C  0.703  -1.629  2.754  0.06
C  -0.373  -2.509  2.792  -0.16
C  -0.595  -3.373  4.012  -0.20
O  0.609  -3.759  4.637  -0.04
C  -1.217  -2.571  1.693  0.02
C  -0.979  -1.734  0.617  -0.09
N  0.027  -0.865  0.608  0.02
H  5.541  0.804  4.989  0.10
H  6.069  0.937  2.740  0.14
H  5.318  2.441  3.292  0.14
H  4.827  2.556  0.716  0.13
H  2.963  2.163  -0.878  0.11
H  2.986  -0.252  3.359  0.12
H  1.394  -1.606  3.583  0.12
H  -1.221  -4.231  3.753  0.13
H  -1.141  -2.790  4.758  0.13
H  1.030  -4.452  4.118  0.11
H  -2.040  -3.273  1.658  0.13
H  -1.586  -1.761  -0.280  0.11
C  0.036  3.207  -2.533  -0.19
O  0.599  2.023  -2.044  -0.45
H  -0.998  3.328  -2.191  0.06
H  0.050  3.201  -3.627  0.09
H  0.612  4.071  -2.190  0.08

Expectation value of S²: 2.012
2S+1: 3
HOMO energy (spin up / spin down) in eV: -10.06 / -10.24
ΔE to the lowest compared entry with this formula, charge and spin in kcal per mole: 5.7
Net charge: +1
Electronic energy in eV: -144199.6898
Frontier orbital gap (spin up / spin down) in eV: 6.93 / 7.00